(1)
ORCA calculation (ωB97M-V with the def2-TZVPD basis set) on a cluster of 3 separate species, C4H14N2O in total.

As for the HOMO energy: -7.9 eV. For the lowest unoccupied orbital energy, the calculation gives -3.777 eV. The multiplicity is 1. The calculation puts the orbital gap at 4.1 eV.

XYZ file:
```
21
Properties=species:S:1:pos:R:3:lowdin_charge:R:1
C -1.507 -1.651 -0.024 -0.164
N -2.568 -0.788 -0.419 0.038
C 1.346 1.569 0.869 -0.107
C 0.893 1.145 -0.520 -0.243
C 1.673 -0.105 -0.984 -0.334
N 1.517 -1.218 -0.099 0.158
H -1.640 -2.663 -0.404 0.088
H -0.459 -1.271 -0.261 0.063
H -1.434 -1.638 1.068 0.092
H -2.493 0.028 0.286 -0.005
H 0.505 1.951 1.452 0.062
H 2.087 2.370 0.836 0.069
H 0.998 1.882 -1.322 0.109
H -0.155 0.883 -0.378 0.069
H 2.762 0.147 -0.943 0.155
H 1.564 -0.316 -2.061 0.117
H 1.824 -2.005 -0.687 0.068
H 1.722 0.673 1.369 0.064
H -2.148 0.479 2.208 -0.055
H -2.478 -0.430 -1.365 0.087
O -2.010 0.955 1.378 -0.330
```


(2)
ORCA calculation (ωB97M-V with the def2-TZVPD basis set) on a cluster of 2 separate species, C4H7N2O in total.

As for the HOMO energy: -12.9 eV. Its charge is +1. For the lowest unoccupied orbital energy, the calculation gives -7.214 eV. The multiplicity is 1. The calculation puts the orbital gap at 5.6 eV.

XYZ file:
```
14
Properties=species:S:1:pos:R:3:lowdin_charge:R:1
C -1.594 -2.403 -3.362 0.092
C -0.363 -2.095 -3.190 0.338
C -0.210 0.268 -0.056 -0.277
C 0.241 1.011 3.326 -0.089
N -0.296 1.059 0.964 0.021
N -0.170 -0.526 -0.893 0.163
O 0.634 1.310 2.029 -0.158
H -2.032 -2.993 -4.214 0.161
H -0.878 0.929 3.329 0.103
H 0.693 1.949 3.905 0.139
H 0.948 0.247 3.713 0.094
H -1.281 1.351 1.274 0.194
H 0.724 -1.908 -3.254 0.122
H -2.259 -2.459 -2.561 0.098
```


(3)
ORCA calculation (ωB97M-V with the def2-TZVPD basis set) on a cluster of 2 separate species, C3H3N3O2S in total.

As for the HOMO energy (alpha / beta): -5.1 / -10.4 eV. For the lowest unoccupied orbital energy (alpha / beta), the calculation gives 0.292 / -2.989 eV. Its expectation value of S² is 2.023. The multiplicity is 3. The calculation puts the orbital gap (alpha / beta) at 5.3 / 7.4 eV.

XYZ file:
```
12
Properties=species:S:1:pos:R:3:mulliken_spin:R:1
C -0.221 1.031 -0.727 0.603
C -0.468 0.434 1.234 0.431
C 3.116 -0.015 0.781 0.003
N -0.531 1.481 0.407 -0.116
N 0.152 -0.274 -0.630 0.491
N -0.091 -0.654 0.658 0.424
O 2.938 0.087 1.933 0.002
O 0.561 -1.115 -1.581 0.077
S 3.247 -0.322 -0.682 0.003
H 0.131 1.472 -1.596 0.038
H -0.692 0.460 2.263 0.031
H 1.241 -1.659 -1.232 0.012
```


(4)
ORCA calculation (ωB97M-V with the def2-TZVPD basis set) on an isolated molecule of C5H7NO.

As for the HOMO energy: -9.4 eV. For the lowest unoccupied orbital energy, the calculation gives 0.979 eV. The multiplicity is 1. The calculation puts the orbital gap at 10.3 eV.

XYZ file:
```
14
Properties=species:S:1:pos:R:3:lowdin_charge:R:1
O 1.776 -0.619 -0.760 -0.033
C 2.020 0.726 -0.755 -0.292
N 1.669 1.615 0.066 0.121
C -1.353 0.499 -0.160 -0.098
C -1.798 -0.689 0.681 -0.088
C -0.436 -0.601 0.146 -0.240
C 0.752 -1.149 0.002 -0.085
H 2.641 0.966 -1.618 0.123
H 1.099 1.242 0.827 0.043
H -1.739 0.574 -1.173 0.109
H -1.214 1.451 0.350 0.104
H -1.961 -0.511 1.741 0.104
H -2.484 -1.397 0.221 0.104
H 1.026 -2.108 0.432 0.127
```


(5)
ORCA calculation (ωB97M-V with the def2-TZVPD basis set) on an isolated molecule of C5H8N2O3.

As for the HOMO energy (alpha / beta): -7.7 / -7.0 eV. For the lowest unoccupied orbital energy (alpha / beta), the calculation gives -0.761 / -1.411 eV. The multiplicity is 1. The calculation puts the orbital gap (alpha / beta) at 7.0 / 5.6 eV.

XYZ file:
```
18
Properties=species:S:1:pos:R:3:lowdin_charge:R:1
C 1.083 1.775 -0.058 -0.198
C 0.239 -1.138 -0.308 -0.161
C 1.018 -0.399 -1.281 -0.191
C -0.845 -0.374 0.389 -0.288
C -0.899 -0.282 1.820 -0.065
N 1.572 0.911 -0.828 0.093
N -1.799 0.200 -0.381 -0.420
O 0.962 2.746 0.567 0.228
O -1.542 0.252 -1.578 -0.028
O -2.709 0.780 0.200 0.033
H -0.202 -1.909 -0.988 0.148
H 0.873 -1.513 0.542 0.131
H 1.891 -0.928 -1.656 0.124
H 0.307 -0.114 -2.112 0.130
H -1.765 -0.837 2.223 0.101
H -0.930 0.715 2.078 0.047
H 0.117 -0.635 2.252 0.116
H 2.626 0.748 -0.883 0.200
```


(6)
ORCA calculation (ωB97M-V with the def2-TZVPD basis set) on a cluster of 2 separate species, C3H5NOS in total.

As for the HOMO energy: -8.8 eV. For the lowest unoccupied orbital energy, the calculation gives 0.161 eV. The multiplicity is 1. The calculation puts the orbital gap at 9.0 eV.

XYZ file:
```
11
Properties=species:S:1:pos:R:3:lowdin_charge:R:1
C -0.136 -0.775 0.348 -0.160
C 0.206 -0.435 -1.064 -0.322
C -0.128 0.497 1.236 -0.370
N -0.217 0.741 -1.396 -0.370
O -0.578 1.497 0.943 0.098
S 0.378 1.290 -2.912 0.716
H 0.512 -1.603 0.628 0.077
H 0.445 -1.246 -1.820 0.121
H -1.498 -1.208 0.610 0.234
H 0.486 0.188 2.179 0.130
H -0.234 2.487 -2.983 -0.153
```


(7)
ORCA calculation (ωB97M-V with the def2-TZVPD basis set) on a structure of composition C21H21Br4CeI2N5O7P.

As for the HOMO energy (alpha / beta): -10.0 / -10.0 eV. Its charge is +1. For the lowest unoccupied orbital energy (alpha / beta), the calculation gives -4.116 / -4.117 eV. The multiplicity is 1. The calculation puts the orbital gap (alpha / beta) at 5.9 / 5.9 eV.

XYZ file:
```
62
Properties=species:S:1:pos:R:3:lowdin_charge:R:1
Ce 12.556 11.259 10.267 1.541
Br 6.158 11.641 13.849 0.731
C 8.016 11.418 13.520 -0.712
C 8.844 10.992 14.613 -0.728
Br 8.160 10.636 16.330 0.743
C 10.224 10.856 14.467 -0.611
Br 11.448 10.277 15.820 0.807
C 10.738 11.071 13.189 -0.257
O 12.085 10.893 12.880 -0.131
C 9.884 11.371 12.092 -0.330
O 10.434 11.288 10.865 -0.250
C 8.522 11.626 12.255 -0.634
Br 7.464 12.200 10.781 0.787
I 12.694 5.961 11.112 0.989
C 14.385 7.114 10.756 -0.632
C 15.704 6.641 10.658 -0.196
C 16.786 7.470 10.338 -0.670
I 18.652 6.553 10.276 0.948
C 16.620 8.865 10.113 -0.190
C 17.656 9.788 9.802 0.002
C 17.291 11.104 9.513 -0.050
C 15.978 11.517 9.562 -0.107
N 14.976 10.690 9.944 0.016
C 15.263 9.350 10.219 -0.115
C 14.181 8.494 10.515 -0.375
O 12.953 9.042 10.546 -0.267
H 15.886 5.590 10.792 0.078
H 18.712 9.545 9.742 0.087
H 18.062 11.819 9.221 0.114
H 15.707 12.554 9.330 0.116
C 12.394 15.835 7.512 -0.008
C 12.260 14.461 8.135 -0.242
N 12.141 14.294 9.433 0.066
O 11.977 15.610 10.103 -0.111
C 12.309 13.205 7.375 -0.243
C 12.028 13.054 5.890 0.002
N 12.558 12.186 8.138 -0.254
O 12.421 10.980 7.702 -0.135
H 13.440 16.207 7.550 0.097
H 11.792 16.568 8.109 0.091
H 12.067 15.864 6.457 0.088
H 11.452 15.410 10.909 0.117
H 11.077 13.560 5.556 0.110
H 12.013 11.970 5.698 0.081
H 12.853 13.469 5.290 0.091
N 14.674 16.222 11.682 0.149
C 15.315 14.895 11.874 -0.191
P 14.216 13.680 12.723 0.473
O 13.306 14.328 13.710 -0.303
O 13.670 12.881 11.522 -0.469
C 15.152 12.404 13.653 -0.273
N 14.176 11.563 14.350 -0.032
H 14.480 16.656 12.601 0.176
H 13.758 16.160 11.170 0.139
H 15.249 16.887 11.133 0.180
H 16.260 15.051 12.461 0.128
H 15.607 14.449 10.908 0.098
H 15.882 12.882 14.342 0.104
H 15.753 11.830 12.931 0.096
H 12.873 11.178 13.557 0.062
H 13.768 12.111 15.108 0.081
H 14.590 10.716 14.766 0.122
```


(8)
ORCA calculation (ωB97M-V with the def2-TZVPD basis set) on a cluster of 2 separate species, C31H35N6 in total.

As for the HOMO energy: -10.1 eV. Its charge is +1. For the lowest unoccupied orbital energy, the calculation gives -4.185 eV. The multiplicity is 1. The calculation puts the orbital gap at 5.9 eV.

XYZ file:
```
72
Properties=species:S:1:pos:R:3:lowdin_charge:R:1
C -3.141 2.608 7.804 -0.083
C -1.915 3.269 7.656 -0.086
C -1.333 3.397 6.398 -0.034
C -1.950 2.814 5.258 -0.180
C -1.287 2.817 3.964 -0.233
C -0.246 3.628 3.533 0.003
N 0.134 3.126 2.336 -0.114
C 1.187 3.640 1.481 -0.096
C 2.024 2.583 0.748 -0.320
C 2.952 3.287 -0.251 -0.140
C 2.899 2.416 -1.514 -0.166
C 1.469 1.849 -1.462 -0.217
N 1.242 1.626 -0.049 -0.023
N -0.684 2.074 1.994 0.027
N -1.531 1.887 2.968 0.069
C -3.194 2.161 5.418 -0.038
C -3.780 2.060 6.678 -0.082
H -3.598 2.521 8.789 0.103
H -1.407 3.683 8.527 0.105
H -0.382 3.921 6.279 0.105
H 0.224 4.471 4.012 0.130
H 0.728 4.311 0.731 0.136
H 1.818 4.271 2.119 0.137
H 2.593 2.024 1.511 0.142
H 2.504 4.257 -0.506 0.113
H 3.954 3.451 0.157 0.120
H 3.144 2.925 -2.453 0.120
H 3.622 1.607 -1.358 0.089
H 0.727 2.574 -1.875 0.130
H 1.410 0.942 -2.079 0.058
H 0.288 1.491 0.272 0.073
H -3.676 1.737 4.534 0.106
H -4.735 1.547 6.784 0.102
C -3.384 -3.892 2.280 -0.032
N -3.125 -4.016 0.852 -0.163
C -3.994 -4.976 0.185 -0.035
C -2.074 -3.399 0.245 -0.175
C -1.776 -3.619 -1.131 0.009
C -0.650 -3.060 -1.697 -0.019
C 0.121 -2.069 -1.033 -0.199
C 1.069 -1.240 -1.709 0.081
C 1.217 -1.210 -3.114 -0.127
C 2.393 -0.770 -3.883 -0.108
C 3.587 -0.142 -3.562 -0.014
C 4.530 0.098 -4.580 -0.054
C 4.321 -0.357 -5.894 -0.060
C 3.104 -0.967 -6.248 0.005
C 2.181 -1.158 -5.227 -0.156
N 0.909 -1.734 -5.302 -0.069
C 0.321 -2.412 -6.439 0.009
C 0.312 -1.692 -4.091 0.029
C -0.111 -1.926 0.370 0.006
C -1.197 -2.526 0.973 0.008
H -2.544 -3.421 2.798 0.073
H -4.301 -3.297 2.457 0.111
H -3.523 -4.896 2.711 0.104
H -4.039 -4.819 -0.897 0.079
H -3.660 -6.007 0.389 0.109
H -5.007 -4.878 0.594 0.100
H -2.406 -4.248 -1.753 0.102
H -0.344 -3.406 -2.679 0.107
H 1.786 -0.710 -1.076 0.122
H 3.774 0.124 -2.524 0.094
H 5.448 0.643 -4.347 0.112
H 5.102 -0.221 -6.641 0.111
H 2.867 -1.258 -7.274 0.111
H 0.874 -2.139 -7.341 0.089
H 0.370 -3.505 -6.318 0.107
H -0.747 -2.156 -6.509 0.107
H -0.696 -2.063 -3.996 0.135
H 0.597 -1.341 0.973 0.130
H -1.365 -2.316 2.032 0.103
```


The records above yield ΔE to the lowest compared entry with this formula, charge and spin values of 182.4, 197.9, 0.0, 62.2, 158.8, 93.2, 0.0, 3.9 kcal per mole, respectively.
The records above yield F_max values of 1.924, 4.676, 8.277, 0.406, 3.766, 8.224, 2.260, 1.692 eV/A, respectively.